[1]
{"formula": "C7H14N2O3S", "method": "ωB97M-V with the def2-TZVPD basis set", "symbols": ["C", "C", "C", "C", "C", "C", "C", "N", "N", "O", "O", "O", "S", "H", "H", "H", "H", "H", "H", "H", "H", "H", "H", "H", "H", "H", "H"], "coordinates": [[-0.1046, 1.9754, 0.2867], [0.7700, 2.4549, -0.5842], [0.3564, 0.3165, -1.4846], [-2.7853, -1.8634, 2.0899], [2.5716, 1.4199, -1.7151], [-2.4885, -0.5573, 1.3344], [-0.9860, -0.1200, 1.1763], [-0.7110, 0.8014, 0.0632], [1.0961, 1.5133, -1.5773], [1.9689, -1.0253, 0.2555], [0.2136, -2.3758, -0.8811], [2.3172, -1.6657, -1.9219], [1.1074, -1.2546, -0.8911], [-0.1418, 2.3343, 1.4156], [1.2973, 3.3588, -0.8563], [-0.5716, 0.2057, -2.0594], [-2.3627, -2.8097, 1.6291], [-2.4455, -1.8246, 3.1122], [-3.8289, -2.1550, 2.1339], [2.7123, 2.4109, -2.2878], [3.2048, 1.3292, -0.7900], [2.8693, 0.6674, -2.4173], [-3.1163, 0.2572, 1.7149], [-2.8313, -0.6252, 0.2667], [-0.7050, 0.5314, 2.1180], [-0.3632, -1.0737, 1.2378], [2.9567, -2.2261, -1.3681]], "mulliken_charge": [-0.1259, -0.5309, -0.1876, -1.2376, -1.0347, -0.4782, -0.2842, -0.1253, -0.0680, -0.6177, -0.5355, -0.5377, 1.1480, 0.1958, 0.4278, 0.4263, 0.2747, 0.3172, 0.4059, 0.4151, 0.2311, 0.4435, 0.3172, 0.2565, 0.2626, 0.2659, 0.3756], "homo_ev": -7.88, "relative_energy_kj_mol": 540.7, "energy_ha": -1008.3679, "orbital_gap_ev": 8.0416}

---

[2]
{"formula": "C7H14N2O4", "method": "ωB97M-V with the def2-TZVPD basis set", "symbols": ["C", "O", "C", "O", "N", "C", "C", "C", "C", "C", "N", "O", "O", "H", "H", "H", "H", "H", "H", "H", "H", "H", "H", "H", "H", "H", "H"], "coordinates": [[1.5020, -2.9676, 0.1531], [1.1698, -1.6585, 0.5038], [1.7995, -0.6882, -0.2323], [2.4106, -0.9077, -1.2394], [1.3752, 0.5210, 0.2836], [-0.0648, 0.5832, 0.9863], [-1.1156, 0.6631, -0.1056], [-0.5997, 1.0335, -1.4442], [-1.7886, -0.7393, -0.1873], [-2.1307, 1.6457, 0.4114], [2.3085, 1.5529, 0.5728], [3.4607, 1.3640, 0.2987], [1.7959, 2.5541, 0.9861], [1.9170, -3.5836, 1.0392], [2.2765, -2.8495, -0.5824], [0.5924, -3.5615, -0.1548], [-0.1116, -0.2070, 1.6951], [-0.0836, 1.4257, 1.6528], [-0.3311, 2.0783, -1.7258], [0.3461, 0.4929, -1.6296], [-1.4621, 0.7567, -2.0846], [-2.3376, -1.0049, 0.7367], [-2.5383, -0.5611, -1.0047], [-1.1038, -1.5204, -0.3622], [-2.5877, 1.4752, 1.4035], [-2.9658, 1.5392, -0.2164], [-1.7330, 2.5637, 0.2461]], "mulliken_charge": [-0.7325, -0.2592, 0.5314, -0.5374, 0.1646, -1.5440, 2.2920, -1.3749, -1.5162, -2.2434, 0.9566, -0.6081, -0.6063, 0.2241, 0.3808, 0.2331, 0.4702, 0.5585, 0.3162, 0.2239, 0.4426, 0.3427, 0.4330, 0.3201, 0.3724, 0.5415, 0.6182], "homo_ev": -10.77, "relative_energy_kj_mol": 524.1, "smiles": "COC(=O)N(CC(C)(C)C)[N+](=O)[O-]", "energy_ha": -685.4292, "orbital_gap_ev": 11.1707}

---

[3]
{"formula": "C7H14NO", "method": "ωB97M-V with the def2-TZVPD basis set", "symbols": ["C", "C", "C", "C", "C", "C", "C", "N", "O", "H", "H", "H", "H", "H", "H", "H", "H", "H", "H", "H", "H", "H", "H"], "coordinates": [[1.1908, 0.5081, 0.5283], [0.1506, 0.4999, 1.4152], [0.8269, -0.5312, -1.7238], [0.3498, 1.4873, 2.5091], [1.6498, -0.9530, -2.8554], [-0.5363, -0.2788, -2.1870], [-2.1448, -0.2762, 1.9458], [-0.9263, -0.2090, 1.2057], [1.3802, -0.1312, -0.6426], [2.0913, 0.9289, 0.8127], [-0.3587, 2.3050, 2.5276], [1.4936, 1.7622, 2.3679], [0.1452, 0.8431, 3.3778], [1.2936, -1.9726, -3.1397], [2.7235, -1.0465, -2.6587], [1.6034, -0.4901, -3.9205], [-0.7716, 0.7888, -2.1704], [-1.2762, -0.9356, -1.7640], [-0.6968, -0.3659, -3.2589], [-1.8995, -0.2184, 2.9959], [-2.7934, 0.5629, 1.8659], [-2.7946, -1.1139, 1.7514], [-0.7005, -1.1637, 1.0176]], "mulliken_charge": [-0.8202, 0.9897, 1.0525, -1.0767, -1.3574, -1.0820, -0.9829, -0.1579, -0.3352, 0.3558, 0.3249, 0.2897, 0.3521, 0.3692, 0.3372, 0.3483, 0.3535, 0.3180, 0.3871, 0.3281, 0.3709, 0.3389, 0.2963], "charge": 1, "homo_ev": [-12.16, -12.16], "relative_energy_kj_mol": 419.9, "energy_ha": -404.7375, "orbital_gap_ev": [7.4112, 7.4104]}

---

[4]
{"formula": "C7H14NO", "method": "ωB97M-V with the def2-TZVPD basis set", "symbols": ["C", "C", "C", "C", "C", "C", "C", "N", "O", "H", "H", "H", "H", "H", "H", "H", "H", "H", "H", "H", "H", "H", "H"], "coordinates": [[0.2940, -2.5447, 0.1425], [3.1350, -0.8217, 0.9326], [1.0228, -1.3761, -0.2719], [-2.6413, 1.2332, -1.3160], [-1.3034, 1.6186, -0.5883], [-0.9197, 0.6650, 0.4937], [0.2436, 0.9337, 1.0892], [2.0645, -0.9842, 0.2980], [1.2733, 1.6857, 0.7723], [0.1954, -3.3712, -0.6727], [0.6513, -2.9653, 1.1713], [3.0425, -0.0222, 1.5706], [4.1014, -1.3621, 0.7526], [0.5389, -0.8066, -1.1766], [-2.4118, 0.2923, -1.7848], [-3.5860, 1.1902, -0.6088], [-2.8769, 1.8599, -2.1326], [-1.4480, 2.6770, -0.3051], [-0.6838, 1.6546, -1.5105], [-1.5252, -0.2036, 0.7388], [-0.7375, -2.3280, 0.2447], [0.4545, 0.4913, 2.0733], [1.1166, 2.4841, 0.0877]], "mulliken_charge": [-0.9032, -0.1457, 0.1900, -1.4094, -0.4617, -0.4542, -0.4334, 0.0132, -0.5560, 0.3194, 0.3188, 0.2928, 0.2731, 0.3125, 0.3402, 0.3001, 0.4054, 0.4310, 0.3485, 0.6591, 0.2893, 0.5177, 0.3524], "charge": 1, "homo_ev": -12.38, "relative_energy_kj_mol": 461.2, "energy_ha": -404.7218, "orbital_gap_ev": 7.6396}

---

[5]
{"formula": "C7H14NO2", "method": "ωB97M-V with the def2-TZVPD basis set", "symbols": ["C", "C", "C", "C", "C", "C", "O", "C", "N", "O", "H", "H", "H", "H", "H", "H", "H", "H", "H", "H", "H", "H", "H", "H"], "coordinates": [[1.4207, -1.7833, 0.1075], [1.4774, -0.4680, 0.8882], [1.2598, 0.7454, 0.0090], [2.2892, 0.9943, -1.0669], [-0.1162, 1.2612, -0.2540], [-1.3539, 0.5858, 0.2966], [-2.4917, 1.0165, -0.4342], [-3.6868, 0.5551, 0.1132], [0.7539, 1.9711, 0.7029], [1.2854, 3.1451, 0.2920], [0.4609, -1.8897, -0.3939], [1.5619, -2.6379, 0.7714], [2.2003, -1.8051, -0.6512], [2.4588, -0.3836, 1.3670], [0.7261, -0.4729, 1.6802], [3.2525, 0.5561, -0.8064], [2.3777, 2.0958, -1.0779], [1.9812, 0.6397, -2.0521], [-0.2888, 1.7063, -1.2337], [-1.4729, 0.8457, 1.3610], [-1.2945, -0.5189, 0.2256], [-4.4957, 0.9300, -0.5146], [-3.8288, 0.9183, 1.1419], [-3.7253, -0.5463, 0.1331]], "mulliken_charge": [-1.1678, -0.8688, 1.2005, -1.4575, -0.4066, -0.6791, -0.3129, -0.6906, -0.4328, -0.8605, 0.2774, 0.3668, 0.3118, 0.3950, 0.3509, 0.3503, 0.5187, 0.2157, 0.5012, 0.3843, 0.2059, 0.2525, 0.2796, 0.2662], "charge": -1, "homo_ev": -1.82, "relative_energy_kj_mol": 0.0, "smiles": "CC[C@@]1(C)[C@@H](COC)N1[O-]", "energy_ha": -480.2497, "orbital_gap_ev": 5.2773}

---

[6]
{"formula": "C7H14NP", "method": "ωB97M-V with the def2-TZVPD basis set", "symbols": ["C", "C", "C", "N", "C", "C", "C", "H", "H", "H", "H", "H", "H", "H", "H", "H", "H", "H", "C", "P", "H", "H", "H"], "coordinates": [[-0.6992, -2.5888, 0.5070], [-0.5751, -1.6746, -0.4474], [0.6406, -1.0248, -1.0592], [0.5511, 0.3713, -0.7779], [1.5232, 1.1879, -0.2160], [2.6922, 0.8529, 0.2656], [3.4943, 1.8446, 1.1096], [-1.6735, -3.0171, 0.7582], [0.1720, -3.0090, 0.8922], [-1.5912, -1.4136, -0.8918], [0.6765, -1.1657, -2.1590], [1.5483, -1.3250, -0.8028], [-0.0825, 0.9046, -1.4465], [1.3338, 2.2112, -0.0651], [2.9497, -0.1413, 0.2794], [3.4990, 1.5514, 2.1355], [4.5493, 1.8327, 0.6524], [3.1356, 2.9397, 0.9281], [-5.1891, 0.8876, 1.0595], [-4.0450, 1.3120, -0.0538], [-6.0244, 1.6046, 1.3007], [-5.1685, 0.0703, 1.7644], [-2.9117, 0.4245, 0.1307]], "mulliken_charge": [-0.7762, 0.0323, -0.7209, -0.1453, -0.1050, -0.4140, -0.9991, 0.2505, 0.3045, 0.1672, 0.2253, 0.5227, 0.2355, 0.2744, 0.3544, 0.2695, 0.2518, 0.2774, -0.3991, -0.0819, 0.2296, 0.2478, -0.0014], "homo_ev": -7.75, "relative_energy_kj_mol": 173.8, "smiles": "C=CCN/C=C/C.C=P", "energy_ha": -671.0674, "orbital_gap_ev": 7.8856}

---

[7]
{"formula": "C7H14NS", "method": "ωB97M-V with the def2-TZVPD basis set", "symbols": ["C", "C", "C", "C", "C", "C", "C", "N", "S", "H", "H", "H", "H", "H", "H", "H", "H", "H", "H", "H", "H", "H", "H"], "coordinates": [[-2.5274, 3.0242, 2.0748], [-2.5277, 2.0584, 1.3373], [2.0295, -0.0757, -1.9594], [1.1985, -1.0972, 1.6677], [0.7708, 0.3031, -1.1157], [0.7859, -1.7241, 0.2464], [-2.1799, 0.8944, 0.5539], [-0.0076, -0.8481, -0.6609], [-2.9040, 0.1279, -0.7663], [-3.0448, 3.9492, 2.3263], [1.7284, -0.7485, -2.7561], [2.5162, 0.7782, -2.3991], [2.6820, -0.5797, -1.3858], [0.4639, -0.9145, 2.3255], [1.7063, -1.8995, 2.2439], [1.8336, -0.2810, 1.4977], [0.1533, 1.0693, -1.6625], [1.0968, 0.8156, -0.1725], [0.1808, -2.6594, 0.4642], [1.7219, -2.0480, -0.1906], [-1.2805, 0.3528, 0.8689], [-0.4503, -1.4204, -1.3544], [-3.9459, 0.9230, -1.1834]], "mulliken_charge": [-0.0794, -0.2231, -1.3569, -1.2634, -0.3283, -0.5698, 0.4134, -0.2253, 0.0706, 0.3366, 0.3291, 0.4130, 0.3771, 0.4168, 0.3700, 0.3341, 0.2928, 0.2908, 0.3748, 0.3360, 0.1576, 0.2913, 0.2423], "charge": 1, "homo_ev": -12.39, "relative_energy_kj_mol": 400.7, "energy_ha": -727.6297, "orbital_gap_ev": 5.6193}

---

[8]
{"formula": "C7H14O2", "method": "ωB97M-V with the def2-TZVPD basis set", "symbols": ["C", "C", "C", "C", "C", "O", "H", "H", "H", "H", "H", "H", "H", "H", "C", "C", "O", "H", "H", "H", "H", "H", "H"], "coordinates": [[-0.6836, -2.6854, 0.5004], [-0.5807, -1.7385, -0.4299], [0.1800, -1.9406, -1.7015], [-1.2463, -0.4268, -0.1787], [-1.3484, 0.5110, -1.3538], [-1.7167, -0.1487, 0.9022], [-1.2394, -2.5007, 1.4057], [-0.2348, -3.6575, 0.3890], [-0.4671, -1.8309, -2.5695], [0.6213, -2.9335, -1.7219], [0.9764, -1.2027, -1.7717], [-1.9048, 0.0365, -2.1587], [-0.3566, 0.7530, -1.7175], [-1.8597, 1.4200, -1.0489], [0.7478, 2.3569, 1.9116], [1.4144, 1.8094, 0.6575], [1.1583, 0.4383, 0.4579], [1.1969, 1.9208, 2.8025], [0.8566, 3.4366, 1.9573], [-0.3107, 2.1025, 1.8980], [1.0278, 2.3156, -0.2312], [2.5032, 1.9828, 0.7023], [1.2662, -0.0179, 1.2987]], "mulliken_charge": [-1.1013, 0.7440, -1.2609, 1.0555, -1.4565, -0.6220, 0.3118, 0.3274, 0.2922, 0.3910, 0.2611, 0.4248, 0.2985, 0.3362, -1.0848, -0.2825, -0.4104, 0.3408, 0.3630, 0.2714, 0.2706, 0.2723, 0.2576], "homo_ev": -9.40, "relative_energy_kj_mol": 105.9, "smiles": "C=C(C)C(C)=O.CCO", "energy_ha": -425.5649, "orbital_gap_ev": 10.1454}

---

[9]
{"formula": "C7H14O3", "method": "ωB97M-V with the def2-TZVPD basis set", "symbols": ["C", "C", "C", "C", "C", "C", "H", "H", "H", "H", "H", "H", "H", "H", "H", "H", "H", "H", "O", "C", "O", "O", "H", "H"], "coordinates": [[0.2201, 2.0149, 0.0149], [-0.1731, 0.6613, -0.5288], [0.3051, 0.4213, -1.9431], [-1.1041, -0.1323, 0.0776], [-1.8063, 0.2453, 1.3569], [-1.6013, -1.4162, -0.5400], [-0.5034, 2.7796, -0.2825], [0.3034, 2.0150, 1.1045], [1.2017, 2.3125, -0.3683], [1.3267, 0.7940, -2.0716], [0.3217, -0.6366, -2.2124], [-0.3377, 0.9456, -2.6574], [-2.1018, -0.6431, 1.9235], [-1.1840, 0.8461, 2.0223], [-2.7122, 0.8150, 1.1220], [-2.0720, -2.0620, 0.2079], [-2.3467, -1.1979, -1.3116], [-0.7857, -1.9964, -0.9793], [1.1652, -1.7241, 1.7973], [1.8506, -1.2079, 0.9314], [2.2023, -1.7397, -0.2447], [2.6356, -0.1393, 1.1484], [2.8063, -1.0761, -0.6264], [2.3895, 0.1212, 2.0593]], "mulliken_charge": [-1.6856, 1.1492, -1.5734, 1.0988, -1.6495, -1.6225, 0.3395, 0.3343, 0.4027, 0.3957, 0.3088, 0.3625, 0.4446, 0.3101, 0.3174, 0.4307, 0.3323, 0.3443, -0.5812, 0.8089, -0.4604, -0.4932, 0.3507, 0.3356], "homo_ev": -8.46, "relative_energy_kj_mol": 51.1, "smiles": "CC(C)=C(C)C.O=C(O)O", "energy_ha": -500.8438, "orbital_gap_ev": 8.9809}

---

[10]
{"formula": "C7H14O3S", "method": "ωB97M-V with the def2-TZVPD basis set", "symbols": ["C", "C", "C", "C", "C", "C", "C", "S", "O", "O", "O", "H", "H", "H", "H", "H", "H", "H", "H", "H", "H", "H", "H", "H", "H"], "coordinates": [[-2.2287, -0.1613, 0.1471], [-1.0078, -0.5262, -0.3906], [-0.9422, -0.4582, -1.9637], [0.3024, -0.6812, 0.3256], [0.0900, -1.9073, 1.2715], [1.4934, -0.9499, -0.6189], [0.6670, 0.6064, 0.9783], [0.2098, 2.1018, 0.1011], [0.3883, 2.0606, -1.3271], [-0.9585, 2.6863, 0.6443], [1.3695, 2.9382, 0.7713], [-2.3705, -0.0203, 1.1323], [-2.9734, 0.0430, -0.6011], [-0.0842, -0.8527, -2.4892], [-0.8447, 0.6415, -2.1477], [-1.8987, -0.8667, -2.4106], [0.9597, -2.2637, 1.8188], [-0.2639, -2.7965, 0.7581], [-0.5329, -1.7452, 2.1853], [2.4078, -1.0975, 0.0321], [1.6377, -0.0897, -1.2538], [1.4890, -1.8273, -1.3029], [0.2090, 0.7628, 1.9654], [1.7898, 0.6204, 1.1709], [1.0921, 3.7829, 1.2037]], "mulliken_charge": [-1.3127, 0.2165, -1.2673, 2.3426, -1.8176, -2.0164, -1.1744, 1.3164, -0.6349, -0.6447, -0.5471, 0.4173, 0.3129, 0.3478, 0.3117, 0.3786, 0.4484, 0.4043, 0.3611, 0.3933, 0.5450, 0.3851, 0.4004, 0.4652, 0.3683], "homo_ev": -9.04, "relative_energy_kj_mol": 53.5, "smiles": "C=C(C)C(C)(C)CS(=O)(=O)O", "energy_ha": -898.9516, "orbital_gap_ev": 9.4941}